Formula: C19H18ClN3O2S
Source: the Open Molecules 2025 dataset
Level of theory: ωB97M-V/def2-TZVPD

Element x y z (Å)
C: -3.63253 -1.85334 2.25958
C: -4.12397 -0.62165 1.52326
H: -5.20864 -0.60029 1.44340
H: -3.94080 0.26205 2.04039
O: -3.73270 -0.60715 0.05406
C: -4.34499 -1.25266 -0.71051
O: -5.33220 -2.01319 -0.47364
C: -3.57951 -0.98239 -2.20427
H: -4.31829 -0.71211 -2.96228
H: -3.04142 -1.99937 -2.33525
S: -2.33860 0.47856 -2.02929
C: -1.28876 -0.41890 -1.06214
N: -1.17563 -1.95726 -0.74389
N: -0.17117 -1.88701 0.27437
C: 0.42796 -0.86908 0.28968
N: -0.22572 0.10574 -0.20644
C: 0.19634 1.34309 -0.35596
C: -0.84056 2.38617 0.03205
C: -0.38386 3.89277 -0.18253
C: 0.73797 4.25251 -0.41442
C: 1.66769 3.25611 -0.97798
C: 1.30140 2.00520 -0.67767
H: 2.14750 1.28726 -1.06464
H: 2.62809 3.63001 -1.04173
H: 0.99312 5.42873 -0.81886
Cl: -1.59474 4.97626 0.31425
H: -1.77031 1.93234 0.27112
C: 1.65133 -0.48548 1.26724
C: 2.82789 -0.87100 0.65126
C: 3.95051 0.07692 0.67645
C: 5.10818 0.04275 -0.14457
C: 5.24546 -1.22725 -0.99355
C: 4.30456 -2.11487 -0.91383
C: 3.07309 -2.10144 -0.25523
H: 2.27557 -2.77884 -0.27666
H: 4.45176 -2.83992 -1.49656
H: 6.22382 -1.33703 -1.58666
H: 5.87519 0.69746 0.23089
H: 3.76093 1.04910 1.22172
H: 1.44326 -1.26291 2.19272
H: 1.65685 0.27574 1.89746
H: -4.13488 -1.83642 3.45251
H: -4.12289 -2.78608 1.68261
H: -2.64633 -1.96312 2.15358

Values from the calculation:
Gap between HOMO and LUMO   8.23 eV
Structure (SMILES)   CCOC(=O)CSc1nnc(Cc2ccccc2)n1-c1cccc(Cl)c1
LUMO energy   -0.332 eV
Highest occupied orbital energy   -8.561 eV

Atom charges from the Löwdin analysis, given in e for atoms 1 to 2: -0.057, -0.128

Formula: C2H6ClPS
Source: the Open Molecules 2025 dataset
Level of theory: ωB97M-V/def2-TZVPD

Element x y z (Å)
C: 1.79235 -0.82273 -0.89735
C: -1.67622 1.03190 1.03381
P: 0.09241 -0.09560 -1.02302
S: -0.31095 -0.16433 0.93353
Cl: -0.99575 -1.49892 -1.96683
H: 1.95828 -1.04241 -2.00024
H: 1.93070 -1.86656 -0.40590
H: 2.60979 -0.34733 -0.39652
H: -1.67780 1.83306 1.89657
H: -2.69866 0.49935 1.30595
H: -1.84426 1.54108 0.14004

Values from the calculation:
Gap between HOMO and LUMO   9.64 eV
Structure (SMILES)   CSP(C)Cl
LUMO energy   0.847 eV
Highest occupied orbital energy   -8.792 eV

Atom charges from the Löwdin analysis, given in e for atoms 1 to 2: -0.435, -0.511

Formula: C44H131N11O16
Source: the Open Molecules 2025 dataset
Level of theory: ωB97M-V/def2-TZVPD

Element x y z (Å)
C: 1.06627 -4.57128 0.85967
C: 0.94512 -5.90987 0.09464
C: -0.57425 -6.09419 -0.22047
O: -0.77027 -7.44155 -0.65521
C: -2.09565 -7.74416 -0.95224
N: 1.83041 -5.85600 -1.04865
H: 0.86497 -3.74085 0.18740
H: 2.12426 -4.44449 1.18665
H: 0.50740 -4.57153 1.78101
H: 1.14540 -6.66751 0.88424
H: -0.84226 -5.46663 -1.06495
H: -1.06745 -5.79976 0.71179
H: -2.05782 -8.79758 -1.23930
H: -2.48873 -7.13274 -1.76543
H: -2.68760 -7.49816 -0.10044
H: 2.80085 -5.66251 -0.81703
H: 1.75081 -6.75056 -1.52515
C: 1.66947 3.67296 -3.72544
C: 2.12392 2.91947 -5.02189
C: 2.83508 1.62581 -4.81671
O: 3.72884 1.60402 -3.65387
C: 4.98926 2.09409 -3.92984
N: 1.02174 2.66531 -5.94139
H: 1.20461 4.62847 -4.06315
H: 2.45331 3.73679 -2.97375
H: 0.93429 3.02262 -3.26870
H: 2.85823 3.62947 -5.44874
H: 3.52121 1.41181 -5.63604
H: 2.06599 0.83351 -4.68829
H: 5.63804 1.93057 -3.07413
H: 4.92637 3.18501 -4.09001
H: 5.37611 1.52090 -4.76276
H: 0.34400 1.99570 -5.49589
H: 0.51400 3.54927 -6.04740
C: 1.34711 3.31845 4.79108
C: 0.74561 2.24209 3.89896
C: -0.44614 1.63463 4.54874
O: -0.82309 0.40701 3.77102
C: -2.08537 -0.19524 4.16570
N: 0.30754 2.76391 2.58193
H: 2.21173 3.88901 4.29949
H: 1.69341 2.77513 5.65899
H: 0.64531 4.08940 5.12892
H: 1.43025 1.40018 3.81943
H: -1.33647 2.29391 4.51918
H: -0.37375 1.34098 5.57036
H: -2.27489 -1.03543 3.47931
H: -2.87335 0.53258 3.84947
H: -2.05953 -0.56279 5.19110
H: 0.94797 3.30843 2.01370
H: -0.16640 2.08319 2.01098
C: 6.72151 -1.55057 -5.10556
C: 5.55762 -2.34925 -4.39611
C: 5.59170 -1.94740 -2.90983
O: 4.48362 -2.58591 -2.25870
C: 4.40828 -2.24243 -0.88984
N: 4.30594 -2.10355 -5.14701
H: 6.56293 -0.48445 -5.01975
H: 6.88120 -1.76817 -6.16223
H: 7.65132 -1.85554 -4.62371
H: 5.77937 -3.40901 -4.40924
H: 5.37059 -0.83941 -2.79378
H: 6.55243 -2.13718 -2.41607
H: 5.27905 -2.59190 -0.31905
H: 3.42690 -2.66237 -0.55616
H: 4.31199 -1.10260 -0.80744
H: 3.42334 -2.35814 -4.66715
H: 4.21171 -1.13247 -5.39795
C: 6.69058 -3.37901 2.08229
C: 5.87164 -2.19260 2.38505
C: 4.37464 -2.46663 2.51309
O: 3.70854 -1.19971 2.67918
C: 2.36112 -1.17060 2.74326
N: 6.36320 -1.64098 3.66005
H: 6.42932 -3.88820 1.16016
H: 6.76242 -4.16794 2.86374
H: 7.71712 -3.05287 1.97231
H: 5.80460 -1.43784 1.61604
H: 4.15896 -3.03815 3.35853
H: 3.99370 -2.93047 1.54585
H: 2.01451 -1.56526 3.69228
H: 1.86342 -1.71617 1.95022
H: 1.99671 -0.15861 2.65775
H: 7.32782 -1.44999 3.65640
H: 5.90929 -0.77919 3.92816
C: -5.71736 0.52909 -1.60049
C: -5.31321 0.81205 -3.05134
C: -3.93052 1.57935 -3.10049
O: -4.11961 2.77538 -2.46532
C: -2.91577 3.39317 -1.97526
N: -5.15208 -0.38378 -3.85034
H: -5.77093 1.47943 -1.07050
H: -4.88591 -0.07817 -1.18468
H: -6.68043 -0.02831 -1.52656
H: -6.07508 1.45445 -3.45508
H: -3.55578 1.65731 -4.10255
H: -3.21567 1.01839 -2.44194
H: -2.12805 3.24404 -2.72330
H: -2.65371 2.83062 -1.06446
H: -3.13079 4.49038 -1.81940
H: -5.53929 -1.16154 -3.35531
H: -5.51161 -0.33620 -4.79755
C: -6.55695 -2.58162 2.83285
C: -6.03152 -3.29985 1.63039
C: -6.82225 -2.94563 0.39222
O: -6.51560 -3.62337 -0.79504
C: -6.81172 -4.98944 -0.85139
N: -4.60506 -3.13166 1.48783
H: -6.11033 -2.96531 3.79193
H: -7.63834 -2.69719 2.85007
H: -6.40629 -1.49208 2.79262
H: -6.15645 -4.38340 1.80056
H: -6.53020 -1.93221 0.15465
H: -7.88993 -3.00056 0.59286
H: -7.71310 -5.16099 -0.25266
H: -5.92848 -5.52753 -0.42130
H: -6.97356 -5.29886 -1.87955
H: -4.35256 -2.25740 1.04751
H: -4.24969 -3.80220 0.80681
C: 0.04503 5.51256 -0.09006
C: 1.41746 5.73858 0.41599
C: 1.40277 6.18380 1.90992
O: 0.68920 7.42947 2.04340
C: 0.66988 7.84451 3.37427
N: 2.12086 4.44603 0.27726
H: -0.45354 6.48544 -0.24852
H: -0.57684 5.01691 0.59893
H: 0.12234 4.96456 -1.00831
H: 1.91341 6.56193 -0.19032
H: 2.40546 6.30978 2.29356
H: 0.89628 5.33368 2.44872
H: 0.09570 7.15805 3.98871
H: 0.13935 8.83266 3.39060
H: 1.68155 7.92424 3.81604
H: 3.08759 4.43416 0.53363
H: 2.03306 4.20366 -0.71051
C: -7.84444 1.43246 6.60811
C: -6.76575 0.83668 5.71340
C: -6.56980 1.53380 4.42743
O: -5.59968 0.90406 3.55516
C: -5.68532 1.40662 2.25969
N: -5.48819 0.94600 6.42853
H: -8.26268 0.63632 7.22661
H: -8.65355 1.83032 6.02513
H: -7.40397 2.13266 7.30184
H: -6.96837 -0.20530 5.38711
H: -6.25174 2.57000 4.63648
H: -7.49573 1.72233 3.88020
H: -6.69739 1.45895 1.94404
H: -5.11648 0.78549 1.56610
H: -5.30959 2.42429 2.30747
H: -5.37038 0.19010 7.07546
H: -4.67987 0.84333 5.77148
C: 3.71076 1.40391 0.30459
C: 5.18243 1.48082 0.91876
C: 5.87104 2.77955 0.33784
O: 5.21853 3.97978 0.83478
C: 5.52862 5.15219 0.06739
N: 5.28287 1.49558 2.36973
H: 3.12424 2.28370 0.43714
H: 3.22078 0.62932 0.88452
H: 3.61783 1.14382 -0.78177
H: 5.82549 0.63333 0.64473
H: 5.78437 2.71752 -0.76473
H: 6.94278 2.73191 0.48340
H: 5.20814 4.98114 -0.97592
H: 6.61898 5.36427 0.02464
H: 5.00323 5.99106 0.55006
H: 4.82272 0.75147 2.89678
H: 5.05287 2.41807 2.79620
C: 0.51299 1.46863 -1.04929
C: 1.02240 0.07981 -0.85049
C: -0.19603 -0.90326 -0.69661
O: -0.90120 -0.66929 0.49152
C: -2.16036 -0.07678 0.32836
N: 1.71096 -0.30992 -2.11783
H: 1.26961 2.25792 -1.00404
H: -0.24663 1.69533 -0.29187
H: 0.15208 1.44839 -2.08491
H: 1.55928 -0.05508 0.09145
H: 0.15209 -1.91710 -0.71353
H: -0.86142 -0.89749 -1.62330
H: -2.81520 -0.56179 -0.45481
H: -2.18014 0.97737 0.14359
H: -2.65014 -0.08478 1.32582
H: 2.38682 0.43452 -2.42356
H: 2.32880 -1.10230 -1.91279
O: 0.31144 -4.02710 -2.95153
H: 0.98058 -4.56025 -2.49175
H: 0.75816 -3.16486 -2.99536
O: -0.58184 0.28077 -4.02457
H: 0.20860 -0.16790 -3.69902
H: -1.16790 -0.42859 -4.35842
O: -4.03204 -2.57261 -1.97115
H: -3.37835 -3.16708 -2.33208
H: -4.68631 -3.11989 -1.55269
O: -2.83219 -1.59022 -4.67084
H: -3.55464 -1.11105 -4.16487
H: -2.19121 -1.95990 -4.01536
O: -2.34927 -4.48791 -3.73924
H: -2.52980 -4.09948 -4.60716
H: -1.40664 -4.36734 -3.52689

Values from the calculation:
Gap between HOMO and LUMO   9.14 eV
LUMO energy   0.530 eV
Highest occupied orbital energy   -8.609 eV

Atom charges from the Löwdin analysis, given in e for atoms 1 to 2: -0.066, -0.416